21
Properties=species:S:1:pos:R:3:forces:R:3:lowdin_charge:R:1 method="wB97M-V/def2-TZVPD" e_homo_ha="0.0337 / -0.2258" e_lumo_ha="0.1324 / 0.1289" multiplicity=2 total_charge=-1 s_squared=0.75 mol_weight_g_mol=110.153 total_energy_ha=-386.418542 e_above_lowest_ev=1.469
O 2.26057 -1.23955 1.49352 0.310 0.209 0.006 -0.193
O -0.20363 -0.21528 2.30028 -0.288 0.550 0.542 -0.151
O 2.24108 -2.16932 -1.05598 -0.285 -0.369 -0.198 -0.310
C -1.48253 1.32575 -0.23049 1.539 0.844 0.856 -0.178
C -1.24427 -0.05752 -2.23491 -0.628 -0.643 -0.660 -0.168
C -0.76605 0.41157 -0.87804 -1.230 -0.230 -1.816 -0.209
C -0.89230 2.12399 0.87703 1.469 1.006 2.892 -0.176
H 1.73350 -3.00998 -1.04333 -0.267 0.167 -0.263 -0.057
H -0.35049 -0.99669 2.83346 0.148 -0.391 -0.308 0.028
H -0.42961 -0.32486 -2.91243 0.237 0.231 0.217 0.051
H 0.21430 0.01760 -0.64986 0.154 0.459 0.574 0.072
H -1.84908 0.70158 -2.73961 0.180 0.211 0.116 0.057
H 2.71244 -0.38605 1.49347 -0.030 -0.030 0.139 0.003
H 0.19621 2.21438 1.01630 0.247 -0.480 -1.491 0.069
H 1.81053 -1.24703 0.62835 0.140 -0.310 0.138 -0.041
H -2.46475 1.67207 -0.52437 -0.047 -0.344 -0.462 0.097
H -1.88635 -0.94592 -2.29353 0.159 -0.093 0.617 0.052
H -0.47374 -0.39688 1.39384 -0.077 -0.441 0.118 -0.014
H -1.13343 3.17444 1.05031 -0.875 0.109 -0.921 0.057
H 2.94518 -2.41840 -0.43873 0.425 0.159 0.141 -0.034
H -0.93758 1.76609 1.91472 -1.281 -0.615 -0.236 0.043